[1]
Entry from OMol25: C35H29Cl5N9O3STi as an isolated structure at a distorted geometry (ωB97M-V with the def2-TZVPD basis set).

Properties
LUMO energy   -4.1471 eV
HOMO   -0.3919 Ha
Net charge   +1
Relative energy (zero: lowest compared OMol25 entry of this formula, charge and spin)   191.4 kJ/mol
Electronic energy   -5617.99518 Ha
2S+1   1

Positions of all 83 atoms, in Å:
Ti (-0.17521, 0.17262, 0.50138)
C (3.64644, -3.13527, -1.15115)
C (3.34086, -1.77766, -1.11027)
N (2.76610, -1.23298, -0.05180)
C (2.48192, -2.04795, 0.96428)
C (2.72667, -3.40950, 0.89582)
N (3.31756, -3.95472, -0.16304)
C (1.98940, -1.36726, 2.18709)
C (2.38857, -1.79338, 3.44118)
C (2.18622, -0.98016, 4.54814)
C (1.63358, 0.27937, 4.32583)
C (1.22972, 0.64251, 3.05965)
N (1.33410, -0.20680, 2.01413)
C (0.97232, 2.03715, 2.63274)
C (0.91124, 3.13470, 3.48032)
N (1.02233, 4.37156, 3.02159)
C (1.19841, 4.51537, 1.71045)
C (1.15644, 3.43398, 0.84448)
N (1.01492, 2.19591, 1.30539)
C (2.66449, -1.36775, 5.89619)
C (2.02244, -0.90786, 7.03971)
C (2.53705, -1.25076, 8.27995)
N (3.62234, -2.00368, 8.44039)
C (4.22876, -2.44841, 7.34306)
C (3.79189, -2.16300, 6.05838)
H (4.15859, -3.57578, -1.99806)
H (3.58455, -1.11468, -1.92954)
H (2.43118, -4.08499, 1.69091)
H (2.90299, -2.73882, 3.53903)
H (1.57172, 0.99243, 5.13578)
H (0.77854, 3.01973, 4.54920)
H (1.36677, 5.51895, 1.34192)
H (1.24392, 3.56508, -0.22541)
H (1.11842, -0.31574, 6.97570)
H (2.06038, -0.90334, 9.18882)
H (5.10967, -3.05954, 7.49919)
H (4.34878, -2.53562, 5.20893)
Cl (0.26300, 1.62621, -1.82906)
C (-1.07823, 2.43309, -1.03140)
C (-1.32409, 2.01940, 0.26645)
C (-2.22341, 2.81918, 0.96576)
Cl (-2.42164, 2.65799, 2.69293)
C (-2.92511, 3.86692, 0.35779)
Cl (-4.07387, 4.78168, 1.24290)
C (-2.68769, 4.18264, -0.98116)
Cl (-3.53213, 5.46466, -1.73858)
C (-1.71393, 3.47734, -1.68043)
Cl (-1.30864, 3.88999, -3.29640)
C (-1.37638, -3.03738, 2.20691)
C (-1.35113, -1.67000, 2.88354)
C (-2.46828, -1.60274, 3.93102)
C (-1.55738, -0.48512, 1.91943)
H (-1.29553, -3.82825, 2.95483)
H (-0.55901, -3.16708, 1.49954)
H (-2.31688, -3.18034, 1.66879)
H (-0.39994, -1.56187, 3.41367)
H (-3.43964, -1.75370, 3.45475)
H (-2.48704, -0.63044, 4.42778)
H (-2.33910, -2.37415, 4.69252)
H (-1.70696, 0.40694, 2.52890)
H (-2.48492, -0.64788, 1.36130)
N (-0.46896, -3.31326, -4.45120)
C (0.56843, -2.49849, -4.21976)
S (0.51488, -1.33828, -2.99455)
N (1.66600, -2.62185, -4.99134)
C (1.81913, -3.34236, -6.21217)
C (3.04532, -3.94505, -6.46455)
C (3.26301, -4.58802, -7.67250)
C (2.26141, -4.62521, -8.63295)
C (1.04121, -4.01810, -8.37924)
C (0.81254, -3.37473, -7.17094)
H (-1.22212, -3.31414, -3.78593)
H (-0.40243, -4.06724, -5.11560)
H (2.44344, -2.05376, -4.69750)
H (3.82390, -3.90631, -5.71231)
H (4.21691, -5.06113, -7.86277)
H (2.43669, -5.11802, -9.57949)
H (0.26521, -4.03011, -9.13285)
H (-0.12537, -2.86647, -6.99111)
O (0.05770, -1.64483, -0.12160)
N (-1.01784, -1.61614, -0.88404)
O (-1.60278, -2.58503, -1.19442)
O (-1.52481, -0.42868, -0.90107)

Results of the Löwdin charge analysis, in e, for atoms 1 through 2: atom 1 (Ti): 1.0478, atom 2 (C): -0.0951

[2]
Entry from OMol25: a 7-piece molecular cluster, C35H29F48NO6 overall at a distorted geometry (ωB97M-V with the def2-TZVPD basis set).

Properties
LUMO energy   0.2059 eV
HOMO   -0.3712 Ha
Net charge   0
Relative energy (zero: lowest compared OMol25 entry of this formula, charge and spin)   84.8 kJ/mol
Electronic energy   -6650.85833 Ha
2S+1   1
Structure (SMILES)   FC(F)C(F)(F)COC(F)(F)C(F)F.FC(F)C(F)(F)COC(F)(F)C(F)F.FC(F)C(F)(F)COC(F)(F)C(F)F.FC(F)C(F)(F)COC(F)(F)C(F)F.FC(F)C(F)(F)COC(F)(F)C(F)F.FC(F)C(F)(F)COC(F)(F)C(F)F.c1ccncc1

Positions of all 119 atoms, in Å:
F (-1.22677, -7.27495, 3.06814)
C (-0.75642, -6.40405, 2.14098)
F (0.12896, -6.98501, 1.29674)
C (-1.98447, -5.92705, 1.31148)
F (-2.58579, -7.10760, 0.88129)
F (-1.60949, -5.16047, 0.26498)
C (-3.07872, -5.20288, 2.15694)
O (-2.43252, -4.21664, 2.94843)
C (-3.26305, -3.15544, 3.29329)
F (-3.67038, -2.41708, 2.20829)
F (-4.32499, -3.62772, 3.94955)
C (-2.48335, -2.19012, 4.28834)
F (-1.45113, -1.60826, 3.68246)
F (-3.36786, -1.17732, 4.58535)
H (-0.34621, -5.52150, 2.66899)
H (-3.49324, -5.99203, 2.85547)
H (-3.86989, -4.87800, 1.48201)
H (-2.23011, -2.74155, 5.18868)
F (4.50884, -6.52940, -2.79852)
C (3.68981, -7.60412, -2.51014)
F (3.76206, -8.01129, -1.23174)
C (2.26410, -7.25914, -2.91230)
F (1.54227, -8.43881, -2.76962)
F (2.30474, -7.07203, -4.22213)
C (1.43430, -6.28823, -2.10092)
O (2.05948, -5.01652, -2.02104)
C (1.24142, -3.99356, -2.03988)
F (0.63924, -3.84650, -3.32498)
F (0.23927, -4.28029, -1.13303)
C (1.79574, -2.57635, -1.82413)
F (0.81402, -1.70760, -1.96341)
F (2.19037, -2.47389, -0.56133)
H (3.99540, -8.34624, -3.17142)
H (1.25570, -6.78414, -1.12758)
H (0.50155, -6.16107, -2.60320)
H (2.61735, -2.35713, -2.50681)
F (4.19937, 1.57421, 0.96109)
C (3.56411, 1.82506, -0.16623)
F (3.58770, 3.23970, -0.38405)
C (4.29368, 1.15992, -1.38682)
F (4.11122, -0.21146, -1.35942)
F (5.65370, 1.41181, -1.30980)
C (3.85686, 1.73162, -2.68748)
O (2.47929, 1.44378, -2.90673)
C (2.03232, 2.09252, -3.96901)
F (1.88416, 3.41682, -3.78309)
F (2.83183, 1.91140, -5.04243)
C (0.62647, 1.55773, -4.20775)
F (0.07754, 2.23059, -5.28156)
F (0.61187, 0.24285, -4.48154)
H (2.48850, 1.53040, -0.08539)
H (4.54425, 1.28646, -3.49786)
H (4.03043, 2.75520, -2.60075)
H (-0.02340, 1.76212, -3.32889)
F (3.42645, 1.52235, 3.86075)
C (3.68809, 0.53305, 4.80783)
F (2.96397, 0.85524, 5.93017)
C (3.19609, -0.72901, 4.19685)
F (1.88844, -0.84180, 4.08460)
F (3.57542, -1.79374, 4.96892)
C (3.77290, -0.92271, 2.80066)
O (5.18762, -0.85909, 2.92636)
C (5.82970, -1.69943, 2.03861)
F (5.58890, -2.97222, 2.17320)
F (5.28192, -1.41966, 0.78546)
C (7.29305, -1.47870, 2.12975)
F (7.86656, -2.27713, 1.23658)
F (7.51751, -0.22125, 1.68213)
H (4.74231, 0.34415, 4.99235)
H (3.35525, -0.11524, 2.18218)
H (3.45370, -1.93850, 2.41332)
H (7.64044, -1.70683, 3.10973)
F (-3.55820, 6.04072, -2.32600)
C (-2.53115, 5.14928, -2.70472)
F (-1.44513, 5.15211, -1.86547)
C (-3.18516, 3.75684, -2.72993)
F (-3.37404, 3.31762, -1.46932)
F (-2.27596, 2.92988, -3.32678)
C (-4.47295, 3.58074, -3.35786)
O (-4.37083, 4.04465, -4.73014)
C (-5.47673, 3.65794, -5.51306)
F (-5.82361, 2.36976, -5.41207)
F (-6.58157, 4.37326, -5.11119)
C (-5.05775, 4.01533, -6.95509)
F (-6.11039, 3.84232, -7.82231)
F (-4.61505, 5.30729, -6.94467)
H (-2.20813, 5.50624, -3.71834)
H (-5.20614, 4.21457, -2.83759)
H (-4.74083, 2.52985, -3.41384)
H (-4.26065, 3.31739, -7.23745)
F (-1.75584, 2.58534, 4.03034)
C (-2.95544, 2.04061, 4.19777)
F (-3.30909, 1.96659, 5.54470)
C (-4.10706, 2.90424, 3.57701)
F (-4.37318, 3.86742, 4.48284)
F (-5.15730, 1.98889, 3.40272)
C (-3.89248, 3.45645, 2.21199)
O (-2.86647, 4.42186, 2.30937)
C (-3.03825, 5.63225, 1.87329)
F (-3.40692, 5.67073, 0.51502)
F (-4.08144, 6.20604, 2.47471)
C (-1.83306, 6.56816, 2.17157)
F (-0.72927, 6.10616, 1.47197)
F (-2.15507, 7.76481, 1.78985)
H (-2.90181, 0.99736, 3.82436)
H (-4.78748, 3.97646, 1.97601)
H (-3.66508, 2.70531, 1.43530)
H (-1.62672, 6.45480, 3.29613)
C (0.50110, 1.33178, 1.84850)
C (0.60455, 2.56422, 1.22324)
C (-0.00644, 2.76022, -0.00571)
N (-0.66094, 1.78440, -0.69696)
C (-0.78896, 0.56529, -0.04240)
C (-0.27898, 0.37095, 1.21204)
H (0.98124, 1.17053, 2.77576)
H (1.25067, 3.35389, 1.63771)
H (0.12394, 3.65123, -0.60180)
H (-1.27063, -0.30524, -0.47091)
H (-0.44781, -0.57280, 1.76044)

Results of the Löwdin charge analysis, in e, for atoms 1 through 2: atom 1 (F): 0.0935, atom 2 (C): -0.2904

no.,gap between HOMO and LUMO (hartree)
1,0.240
2,0.379